1.
The following is a DFT calculation (ωB97M-V/def2-TZVPD) of a cluster of 12 separate species, C54H58Cl4N10 in total at a distorted geometry.

The highest occupied orbital energy comes out at -0.3344 Eh. For the energy relative to the best compared isomer or geometry (same formula, charge and spin), the calculation gives 0.0 kJ/mol. As for the structure (SMILES): c1ccncc1.c1ccncc1.c1ccncc1.c1ccncc1.c1ccncc1.c1ccncc1.c1ccncc1.c1ccncc1.c1ccncc1.c1ccncc1.ClCCCl.ClCCCl. For the total energy, the calculation gives -4480.7726 a.u. The value obtained for the HOMO-LUMO gap is 9.42 eV.

The geometry in ORCA input format:
```
! wB97M-V def2-TZVPD RIJCOSX def2/J DEFGRID3
* xyz 0 1
C -5.30 -0.82 -2.94
C -4.64 -1.61 -2.01
C -3.27 -1.76 -2.20
N -2.61 -1.31 -3.25
C -3.25 -0.48 -4.09
C -4.61 -0.21 -3.98
H -6.37 -0.64 -2.84
H -5.17 -2.04 -1.18
H -2.70 -2.19 -1.38
H -2.72 -0.12 -4.96
H -5.14 0.46 -4.65
C -1.05 1.32 4.36
C -0.13 1.17 5.39
C -0.25 1.97 6.53
N -1.24 2.82 6.73
C -2.17 2.89 5.76
C -2.11 2.18 4.58
H -0.80 0.91 3.39
H 0.66 0.44 5.25
H 0.52 1.86 7.28
H -3.04 3.51 5.94
H -2.92 2.43 3.90
C 5.44 3.40 -3.09
C 4.31 2.68 -3.48
C 3.62 2.01 -2.50
N 4.01 1.91 -1.22
C 5.06 2.68 -0.87
C 5.77 3.48 -1.75
H 6.04 3.88 -3.86
H 3.99 2.64 -4.51
H 2.74 1.43 -2.74
H 5.30 2.65 0.19
H 6.58 4.14 -1.47
C -3.99 2.82 -1.23
C -4.24 4.08 -0.68
C -3.94 4.25 0.66
N -3.53 3.28 1.49
C -3.20 2.12 0.91
C -3.56 1.81 -0.39
H -4.23 2.72 -2.28
H -4.64 4.91 -1.23
H -4.04 5.21 1.14
H -2.79 1.35 1.56
H -3.37 0.83 -0.83
C 3.03 -3.80 -2.19
C 3.71 -2.80 -1.50
C 3.45 -1.48 -1.88
N 2.68 -1.13 -2.92
C 2.10 -2.13 -3.61
C 2.20 -3.46 -3.25
H 3.21 -4.83 -1.91
H 4.35 -2.99 -0.66
H 3.95 -0.61 -1.46
H 1.41 -1.78 -4.37
H 1.78 -4.22 -3.90
C 0.02 3.32 -3.40
C -0.11 2.15 -4.13
C 0.64 2.04 -5.29
N 1.35 3.04 -5.81
C 1.38 4.21 -5.15
C 0.75 4.38 -3.94
H -0.49 3.34 -2.43
H -0.72 1.31 -3.82
H 0.69 1.07 -5.78
H 2.05 4.94 -5.58
H 0.80 5.33 -3.42
C 0.40 0.02 -1.24
C 0.25 -1.19 -0.67
C 0.05 -1.28 0.70
N -0.08 -0.19 1.48
C 0.05 1.02 0.88
C 0.28 1.17 -0.49
H 0.45 0.18 -2.31
H 0.22 -2.06 -1.31
H -0.10 -2.25 1.16
H -0.10 1.87 1.53
H 0.33 2.14 -0.96
C 1.36 -1.95 4.34
C 0.03 -2.26 4.23
C -0.72 -2.48 5.36
N -0.19 -2.45 6.59
C 1.10 -2.10 6.71
C 1.94 -1.92 5.60
H 1.98 -1.85 3.46
H -0.45 -2.28 3.26
H -1.77 -2.76 5.30
H 1.48 -2.08 7.72
H 2.98 -1.66 5.70
C -0.42 5.23 -0.34
C 0.94 5.05 -0.61
C 1.74 4.35 0.26
N 1.28 3.93 1.45
C 0.02 4.21 1.78
C -0.87 4.79 0.90
H -1.10 5.66 -1.06
H 1.37 5.50 -1.50
H 2.79 4.15 0.06
H -0.21 3.95 2.81
H -1.90 4.96 1.17
C -2.15 -5.32 -2.00
C -2.76 -6.56 -1.84
C -2.00 -7.61 -1.37
N -0.69 -7.52 -1.11
C -0.11 -6.33 -1.26
C -0.81 -5.20 -1.62
H -2.72 -4.47 -2.34
H -3.81 -6.66 -2.06
H -2.40 -8.60 -1.18
H 0.90 -6.26 -0.87
H -0.29 -4.25 -1.72
Cl 3.86 1.64 3.35
C 2.66 0.93 2.25
C 3.26 -0.01 1.19
Cl 4.24 -1.31 1.94
H 2.15 1.73 1.69
H 1.88 0.48 2.86
H 3.83 0.52 0.42
H 2.43 -0.55 0.75
Cl 0.52 -5.02 1.90
C -0.95 -5.48 2.78
C -2.14 -5.50 1.82
Cl -2.47 -3.83 1.29
H -1.05 -4.77 3.60
H -0.77 -6.44 3.26
H -3.10 -5.78 2.25
H -1.89 -6.15 0.98
*
```

Mulliken population analysis, charges in e, atoms 1 to 6:
1 C -0.180
2 C -1.030
3 C -0.305
4 N -0.250
5 C -0.325
6 C -0.665

***

2.
The following is a DFT calculation (ωB97M-V/def2-TZVPD) of a structure of composition C54H59BN9O2P2S3Se2Ti at a distorted geometry.

The highest occupied orbital energy (alpha / beta) comes out at -0.0909 / -0.1637 Eh. For the energy relative to the best compared isomer or geometry (same formula, charge and spin), the calculation gives 6.1 kJ/mol. As for the expectation value of S²: 2.01. For the total energy, the calculation gives -10291.2649 a.u. The value obtained for the HOMO-LUMO gap (alpha / beta) is 4.78 / 6.76 eV.

The geometry in ORCA input format:
```
! wB97M-V def2-TZVPD RIJCOSX def2/J DEFGRID3
* xyz -1 3
Ti -0.82 -0.73 -0.38
C 0.74 1.66 5.00
C -0.72 1.23 5.19
C -1.12 1.29 6.67
C -1.58 2.20 4.40
N -0.81 -0.20 4.76
C 0.12 -1.10 5.25
C -0.17 -2.30 4.75
N -1.28 -2.18 3.93
B -1.67 -3.46 3.15
N -3.02 -3.38 2.40
C -4.20 -3.51 3.11
C -5.22 -3.21 2.29
N -4.67 -2.89 1.05
C -3.31 -3.02 1.13
S -2.19 -2.88 -0.17
C -5.50 -2.54 -0.15
C -5.39 -3.64 -1.21
C -6.96 -2.44 0.28
C -5.07 -1.18 -0.70
N -0.51 -3.92 2.21
C -0.39 -5.28 1.97
C 0.76 -5.49 1.33
N 1.38 -4.26 1.15
C 0.55 -3.28 1.67
S 0.77 -1.58 1.54
C 2.85 -4.14 0.86
C 3.14 -3.23 -0.33
C 3.40 -5.53 0.55
C 3.55 -3.60 2.11
C -1.73 -0.88 3.97
S -3.14 -0.28 3.27
H 0.82 2.74 5.16
H 1.07 1.44 3.98
H 1.42 1.18 5.70
H -1.04 2.32 7.03
H -0.49 0.65 7.29
H -2.16 0.96 6.77
H -1.33 3.21 4.75
H -2.64 2.03 4.55
H -1.38 2.14 3.33
H 0.93 -0.82 5.91
H 0.34 -3.25 4.87
H -1.77 -4.34 3.98
H -4.20 -3.75 4.16
H -6.27 -3.16 2.50
H -5.67 -4.60 -0.77
H -4.37 -3.72 -1.59
H -6.06 -3.42 -2.04
H -7.33 -3.39 0.68
H -7.55 -2.18 -0.59
H -7.10 -1.65 1.03
H -4.08 -1.21 -1.15
H -5.05 -0.44 0.10
H -5.78 -0.86 -1.47
H -1.16 -5.97 2.27
H 1.17 -6.42 0.96
H 2.70 -3.63 -1.25
H 4.22 -3.17 -0.46
H 2.75 -2.23 -0.18
H 2.92 -5.96 -0.33
H 3.30 -6.21 1.39
H 4.47 -5.42 0.32
H 3.18 -2.60 2.35
H 4.63 -3.55 1.94
H 3.35 -4.26 2.97
Se 2.33 5.36 -1.26
P 2.91 3.50 -2.06
C 2.67 3.39 -3.87
C 2.01 4.43 -4.52
C 1.74 4.33 -5.88
C 2.14 3.21 -6.59
C 2.78 2.17 -5.94
C 3.05 2.25 -4.58
C 4.67 3.15 -1.76
C 5.05 2.91 -0.44
C 6.38 2.69 -0.13
C 7.34 2.72 -1.13
C 6.97 2.97 -2.44
C 5.63 3.19 -2.76
C 2.08 2.05 -1.41
C 0.83 1.80 -0.82
N 0.70 0.45 -0.79
N 1.80 -0.09 -1.32
N 2.64 0.86 -1.69
P -0.58 2.72 -0.27
Se -1.98 1.27 0.59
C -1.19 3.60 -1.73
C -1.21 4.99 -1.85
C -1.62 5.57 -3.04
C -1.99 4.76 -4.12
C -1.97 3.38 -3.99
C -1.57 2.80 -2.80
C -0.10 3.91 1.00
C -1.06 4.80 1.48
C -0.75 5.65 2.54
C 0.50 5.59 3.13
C 1.44 4.68 2.68
C 1.14 3.83 1.62
H 1.70 5.30 -3.95
H 1.22 5.13 -6.39
H 1.94 3.14 -7.65
H 3.06 1.27 -6.48
H 3.52 1.43 -4.06
H 4.29 2.89 0.34
H 6.67 2.49 0.90
H 8.39 2.56 -0.89
H 7.72 3.00 -3.23
H 5.33 3.38 -3.78
H -0.89 5.62 -1.03
H -1.63 6.65 -3.14
H -2.29 5.22 -5.05
H -2.26 2.74 -4.82
H -1.58 1.72 -2.70
H -2.05 4.83 1.04
H -1.49 6.35 2.90
H 0.75 6.25 3.95
H 2.42 4.62 3.14
H 1.86 3.11 1.26
O -2.26 -0.40 -4.15
C -1.62 -0.97 -3.27
O -1.48 -0.52 -2.07
C -0.96 -2.30 -3.53
C -0.10 -2.89 -2.61
C 0.41 -4.15 -2.84
C 0.09 -4.83 -4.01
C -0.74 -4.24 -4.95
C -1.27 -2.98 -4.71
H 0.18 -2.35 -1.71
H 1.05 -4.62 -2.10
H 0.49 -5.82 -4.18
H -0.99 -4.76 -5.86
H -1.93 -2.49 -5.41
*
```

Mulliken population analysis, charges in e, atoms 1 to 6:
1 Ti 0.428
2 C -1.643
3 C 1.452
4 C -1.816
5 C -1.997
6 N 0.546

***

3.
The following is a DFT calculation (ωB97M-V/def2-TZVPD) of a cluster of 8 separate species, C54H61B2F7N2O5 in total.

The highest occupied orbital energy comes out at -0.3340 Eh. As for the structure (SMILES): CCOB(O)[C@@]1(CCCCCOC)C[C@@H](B(N)O)NC1=O.Fc1ccccc1.Fc1ccccc1.Fc1ccccc1.Fc1ccccc1.Fc1ccccc1.Fc1ccccc1.Fc1ccccc1. For the total energy, the calculation gives -3328.8953 a.u. The value obtained for the HOMO-LUMO gap is 9.48 eV.

The geometry in ORCA input format:
```
! wB97M-V def2-TZVPD RIJCOSX def2/J DEFGRID3
* xyz 0 1
C -4.65 -5.18 1.32
C -4.93 -3.69 1.23
O -6.00 -3.46 0.30
B -6.11 -2.16 -0.12
O -5.82 -1.84 -1.44
C -6.68 -1.03 0.88
C -5.63 -0.23 1.66
C -4.60 0.53 0.82
C -3.27 0.67 1.55
C -2.35 -0.54 1.37
C -2.06 -0.87 -0.09
O -0.69 -1.16 -0.24
C -0.31 -1.53 -1.55
C -7.77 -0.17 0.18
C -9.13 -0.82 0.50
B -10.12 -1.14 -0.71
N -11.31 -1.99 -0.54
O -9.86 -0.58 -1.93
N -8.73 -2.12 1.14
C -7.56 -1.82 1.84
O -7.36 -2.10 3.00
H -5.31 -5.64 2.05
H -4.82 -5.65 0.35
H -3.62 -5.36 1.62
H -4.03 -3.15 0.91
H -5.22 -3.31 2.21
H -5.05 -1.29 -1.59
H -5.10 -0.94 2.30
H -6.16 0.45 2.33
H -4.46 0.06 -0.16
H -4.97 1.55 0.65
H -3.48 0.77 2.62
H -2.74 1.58 1.26
H -1.38 -0.35 1.84
H -2.77 -1.41 1.89
H -2.34 -0.03 -0.74
H -2.65 -1.74 -0.43
H 0.18 -2.51 -1.53
H 0.40 -0.81 -1.97
H -1.16 -1.60 -2.24
H -7.77 0.85 0.58
H -7.62 -0.06 -0.90
H -9.67 -0.24 1.26
H -12.02 -1.55 0.04
H -11.09 -2.87 -0.08
H -9.83 -1.20 -2.66
H -9.42 -2.54 1.74
F -4.25 0.63 -2.72
C -4.72 1.90 -2.88
C -3.98 2.79 -3.63
C -4.48 4.08 -3.78
C -5.68 4.45 -3.19
C -6.40 3.52 -2.45
C -5.92 2.23 -2.29
H -3.04 2.49 -4.07
H -3.91 4.79 -4.36
H -6.05 5.45 -3.32
H -7.33 3.81 -1.98
H -6.46 1.49 -1.72
F 5.31 -1.64 2.28
C 4.51 -2.26 1.38
C 3.15 -2.06 1.47
C 2.33 -2.70 0.54
C 2.88 -3.51 -0.44
C 4.26 -3.69 -0.50
C 5.09 -3.05 0.41
H 2.74 -1.43 2.24
H 1.26 -2.55 0.59
H 2.25 -4.00 -1.16
H 4.69 -4.32 -1.26
H 6.17 -3.17 0.38
F 6.75 -0.94 -1.82
C 6.31 0.29 -1.45
C 6.32 1.30 -2.39
C 5.87 2.55 -2.00
C 5.43 2.77 -0.70
C 5.44 1.73 0.22
C 5.88 0.47 -0.15
H 6.67 1.10 -3.39
H 5.86 3.36 -2.72
H 5.08 3.75 -0.40
H 5.11 1.90 1.24
H 5.90 -0.35 0.55
F 11.35 1.92 1.15
C 11.08 0.66 0.71
C 9.86 0.42 0.12
C 9.60 -0.87 -0.33
C 10.54 -1.87 -0.18
C 11.76 -1.59 0.42
C 12.05 -0.31 0.87
H 9.13 1.21 0.02
H 8.64 -1.08 -0.80
H 10.33 -2.88 -0.53
H 12.50 -2.37 0.54
H 12.99 -0.06 1.34
F -1.49 3.88 -5.22
C -1.54 3.82 -6.57
C -2.07 4.88 -7.26
C -2.12 4.80 -8.65
C -1.65 3.68 -9.31
C -1.12 2.62 -8.58
C -1.06 2.68 -7.19
H -2.44 5.75 -6.73
H -2.53 5.63 -9.21
H -1.69 3.62 -10.39
H -0.75 1.74 -9.09
H -0.64 1.88 -6.60
F 13.21 8.44 3.84
C 12.96 7.18 3.41
C 11.75 6.91 2.82
C 11.50 5.62 2.38
C 12.46 4.63 2.54
C 13.67 4.93 3.15
C 13.93 6.22 3.59
H 11.02 7.70 2.71
H 10.56 5.39 1.91
H 12.25 3.62 2.20
H 14.42 4.16 3.28
H 14.87 6.48 4.06
F -4.06 -4.61 4.08
C -4.50 -4.91 5.32
C -5.73 -4.41 5.71
C -6.18 -4.72 6.98
C -5.42 -5.51 7.84
C -4.19 -5.99 7.42
C -3.71 -5.69 6.14
H -6.30 -3.80 5.03
H -7.14 -4.35 7.31
H -5.78 -5.74 8.83
H -3.58 -6.60 8.08
H -2.76 -6.06 5.79
*
```

Mulliken population analysis, charges in e, atoms 1 to 6:
1 C -1.741
2 C 1.154
3 O -0.801
4 B 0.882
5 O -0.512
6 C 2.347

***

total energy of number 3 (C54H61B2F7N2O5)?
-3328.8953 a.u.

***

Look up the total energy of the second one.
-10291.2649 a.u.

***

total energy of number 1 (C54H58Cl4N10)?
-4480.7726 a.u.